Entry 1:
ORCA calculation (ωB97M-V/def2-TZVPD) on a cluster of 3 separate species, C21H43NO17P5S in total.

```
88
Properties=species:S:1:pos:R:3
S -5.345 -2.941 0.282
P 0.665 -7.608 2.208
P -0.336 -6.750 0.421
P -1.549 -0.075 -4.885
P 2.314 5.208 1.951
P 2.605 -1.709 0.575
O 0.704 4.879 2.156
O -0.494 -1.069 -4.083
O 1.234 -6.327 2.999
O -4.885 -3.604 3.706
O 3.637 -0.489 0.656
O 2.090 6.664 1.473
O 3.513 -3.145 1.080
O -5.273 -2.090 1.797
O -0.808 -0.165 -6.241
O -0.649 -1.610 4.856
O 2.031 -8.615 1.811
O -2.376 0.026 -3.368
O 2.645 5.607 3.534
O 2.140 -2.030 -1.098
O -2.690 -1.233 -5.246
O -0.585 -8.394 3.134
O 2.564 3.582 2.485
N 0.135 -3.933 1.132
C 1.982 7.837 4.212
C -0.081 -2.513 1.642
C 1.129 -1.374 1.740
C -1.063 -0.501 4.192
C 0.240 3.413 0.278
C -1.968 -0.622 2.791
C -3.020 -1.529 -6.592
C -1.621 -2.127 2.166
C -2.844 -3.218 2.117
C -0.935 -5.013 1.066
C 0.792 -0.570 -3.761
C -0.101 4.700 1.004
C 3.128 6.897 3.869
C 0.725 0.498 -2.688
C -3.617 2.020 -4.044
C 4.846 3.521 1.612
C -2.479 -4.732 1.539
C 3.499 2.834 1.722
C -4.389 -2.983 2.615
C -2.775 1.333 -2.985
C -2.165 -2.667 -7.127
H 1.552 -1.480 2.851
H 0.643 -6.565 -0.644
H 3.778 6.794 4.741
H 5.564 2.878 1.091
H 1.209 3.505 -0.225
H 3.697 -3.112 2.064
H -3.039 2.198 -4.955
H 2.900 -2.530 -1.564
H -3.129 -0.505 3.034
H -1.101 -2.511 -6.938
H -4.154 -2.645 -0.417
H 0.695 -0.286 1.546
H 1.194 7.822 3.455
H -3.275 -5.602 1.467
H 3.086 2.645 0.727
H -1.617 0.195 2.028
H -2.935 -0.630 -7.220
H 0.095 0.179 -1.852
H -3.977 2.989 -3.679
H -2.318 -2.794 -8.201
H -2.431 -3.600 -6.623
H -0.512 3.190 -0.487
H -1.888 1.931 -2.758
H 1.513 7.525 5.148
H -4.477 1.402 -4.321
H 3.622 1.865 2.217
H 5.242 3.767 2.603
H -3.356 1.239 -2.061
H 2.344 8.861 4.325
H 1.727 0.731 -2.311
H 4.768 4.459 1.053
H 3.754 7.301 3.060
H 2.834 -8.122 2.184
H 1.382 -1.416 -3.393
H 0.300 2.571 0.975
H -0.006 5.561 0.337
H -1.021 -7.631 3.654
H -1.141 4.659 1.342
H -0.716 0.544 4.617
H -4.071 -1.826 -6.620
H 1.106 -4.170 0.809
H 1.288 -0.192 -4.660
H 0.301 1.422 -3.097
```

Results
DFT total energy, Ha: -4264.077791
HOMO energy, Eh: -0.425
Net charge: +1
Gap between HOMO and LUMO, eV: 5.93


Entry 2:
ORCA calculation (ωB97M-V/def2-TZVPD) on a cluster of 6 separate species, C21H43O16 in total.

```
80
Properties=species:S:1:pos:R:3
O 15.379 16.234 21.783
O 18.301 24.915 20.556
O 11.216 23.208 19.910
O 12.961 19.240 19.967
O 12.860 23.569 21.257
O 11.544 21.757 21.587
O 13.165 16.648 21.787
O 19.009 24.454 18.479
O 17.965 21.147 27.120
O 13.052 19.029 17.713
O 19.686 23.203 20.088
O 19.976 21.205 26.106
O 14.890 20.359 23.052
O 18.774 23.060 26.380
O 14.210 15.793 20.013
O 14.743 19.852 18.653
C 20.018 21.266 21.471
C 18.845 21.742 26.587
C 19.636 22.728 21.429
C 12.994 15.855 19.304
C 15.583 20.518 19.625
C 19.957 23.826 26.275
C 14.165 16.250 21.259
C 10.762 22.284 18.943
C 14.296 24.545 22.928
C 20.127 19.811 26.202
C 11.666 18.629 17.577
C 19.202 19.008 25.274
C 16.561 21.349 18.836
C 16.120 20.778 23.501
C 13.534 19.324 18.924
C 15.549 17.100 22.918
C 18.958 24.256 19.796
C 13.612 23.259 22.411
C 11.871 22.715 20.981
C 12.141 14.590 19.571
C 18.259 25.525 17.942
H 18.159 19.140 25.542
H 11.599 18.478 16.499
H 11.182 14.674 19.048
H 16.895 21.110 22.751
H 16.040 21.725 24.075
H 19.608 18.015 25.109
H 11.975 14.362 20.622
H 14.999 24.912 22.180
H 17.468 25.918 18.581
H 15.118 18.083 22.713
H 20.492 23.619 25.342
H 16.619 17.189 23.103
H 17.800 25.178 17.020
H 15.157 16.648 23.829
H 14.378 22.489 22.299
H 18.675 22.807 21.955
H 16.951 22.034 19.601
H 19.963 19.555 27.258
H 12.474 13.634 19.150
H 19.902 20.860 22.476
H 21.100 21.249 21.307
H 20.724 23.542 27.003
H 11.553 21.549 18.760
H 20.204 23.446 22.032
H 12.966 22.904 23.217
H 9.953 21.664 19.338
H 11.394 17.663 17.989
H 14.818 24.281 23.849
H 16.041 21.974 18.107
H 18.886 26.399 17.758
H 19.339 19.570 24.341
H 21.163 19.527 26.011
H 12.437 16.755 19.549
H 10.513 22.828 18.038
H 11.031 19.464 17.854
H 17.458 20.962 18.351
H 13.629 25.356 23.229
H 14.918 21.200 20.156
H 19.671 24.866 26.374
H 13.272 15.861 18.251
H 16.049 19.817 20.316
H 16.580 19.906 24.004
H 19.425 20.663 20.790
```

Results
DFT total energy, Ha: -2029.772950
HOMO energy, Eh: -0.102
Net charge: -1
Gap between HOMO and LUMO, eV: 5.21
Energy relative to the best compared isomer or geometry (same formula, charge and spin), kJ/mol: 78.5


Entry 3:
ORCA calculation (ωB97M-V/def2-TZVPD) on a cluster of 8 separate species, C21H44Cl14OPS in total.

```
82
Properties=species:S:1:pos:R:3
Cl 5.040 -0.693 -5.996
Cl -0.362 -1.869 -7.786
Cl -1.710 -1.878 -3.420
Cl 1.324 3.019 8.563
Cl -1.178 1.650 4.427
Cl 4.670 -5.114 -4.083
Cl 5.882 0.473 -2.912
Cl 3.893 -3.020 -1.510
Cl -2.972 1.807 7.313
Cl -0.485 3.173 11.428
Cl 1.515 -0.857 -3.405
Cl -0.650 0.878 -9.784
Cl 1.120 5.217 -3.688
Cl 3.657 3.440 -5.103
S -3.186 1.187 0.308
P -1.542 0.098 0.447
O -5.844 -0.308 4.545
C -5.437 -1.513 3.877
C 2.495 2.861 -3.872
C 0.933 -2.544 -3.391
C -0.678 -0.194 -7.265
C 6.724 0.816 -4.446
C 1.797 3.829 10.077
C 5.765 0.889 -5.608
C -0.698 2.455 5.939
C -1.522 0.563 -8.260
C 5.301 -3.469 -3.797
C -1.624 -1.687 0.215
C -4.775 0.621 4.644
C 1.127 3.472 -4.049
C -1.197 1.723 7.161
C -0.336 -2.704 -4.190
C -4.161 -2.332 0.424
C 1.289 3.092 11.292
C -5.437 -1.270 2.355
C 5.465 -3.165 -2.329
C -2.741 -2.353 1.058
C -5.262 -2.570 1.505
H 7.480 0.047 -4.596
H -6.406 -0.806 2.118
H 4.947 1.580 -5.399
H -5.132 1.646 4.500
H 0.391 2.488 5.949
H -0.228 -2.304 -5.195
H -2.750 -1.985 2.100
H -0.912 0.673 7.141
H 2.432 1.778 -3.981
H 0.281 0.292 -7.102
H -0.641 0.563 -0.559
H 1.700 3.545 12.194
H 1.423 4.850 10.043
H -6.220 -2.765 1.006
H 5.969 -2.209 -2.208
H -3.988 0.457 3.891
H -0.867 0.425 1.660
H -0.781 2.174 8.059
H 0.795 -2.839 -2.352
H -1.795 1.532 -7.845
H 6.051 -3.931 -1.824
H -1.202 -0.253 -6.310
H 1.723 -3.157 -3.824
H 0.427 3.000 -3.362
H 1.577 2.044 11.270
H -4.229 -3.196 -0.265
H -4.294 0.484 5.628
H -1.893 -1.818 -0.847
H 6.293 1.226 -6.500
H -4.411 -1.717 4.233
H 0.759 3.337 -5.064
H 2.909 3.084 -2.892
H -1.072 3.477 5.909
H -4.364 -1.435 -0.168
H 4.627 -2.764 -4.275
H 7.226 1.775 -4.325
H -6.117 -2.329 4.147
H -4.925 -3.413 2.125
H -4.638 -0.575 2.067
H -2.472 -3.423 1.140
H 2.886 3.863 10.095
H 6.268 -3.410 -4.295
H -0.594 -3.759 -4.263
H -2.434 0.022 -8.501
```

Results
DFT total energy, Ha: -8084.015036
HOMO energy, Eh: -0.099
Net charge: -1
Gap between HOMO and LUMO, eV: 4.45


> What is the formula in the first record?

C21H43NO17P5S


Copy entry 3 word for word.
ORCA calculation (ωB97M-V/def2-TZVPD) on a cluster of 8 separate species, C21H44Cl14OPS in total.

```
82
Properties=species:S:1:pos:R:3
Cl 5.040 -0.693 -5.996
Cl -0.362 -1.869 -7.786
Cl -1.710 -1.878 -3.420
Cl 1.324 3.019 8.563
Cl -1.178 1.650 4.427
Cl 4.670 -5.114 -4.083
Cl 5.882 0.473 -2.912
Cl 3.893 -3.020 -1.510
Cl -2.972 1.807 7.313
Cl -0.485 3.173 11.428
Cl 1.515 -0.857 -3.405
Cl -0.650 0.878 -9.784
Cl 1.120 5.217 -3.688
Cl 3.657 3.440 -5.103
S -3.186 1.187 0.308
P -1.542 0.098 0.447
O -5.844 -0.308 4.545
C -5.437 -1.513 3.877
C 2.495 2.861 -3.872
C 0.933 -2.544 -3.391
C -0.678 -0.194 -7.265
C 6.724 0.816 -4.446
C 1.797 3.829 10.077
C 5.765 0.889 -5.608
C -0.698 2.455 5.939
C -1.522 0.563 -8.260
C 5.301 -3.469 -3.797
C -1.624 -1.687 0.215
C -4.775 0.621 4.644
C 1.127 3.472 -4.049
C -1.197 1.723 7.161
C -0.336 -2.704 -4.190
C -4.161 -2.332 0.424
C 1.289 3.092 11.292
C -5.437 -1.270 2.355
C 5.465 -3.165 -2.329
C -2.741 -2.353 1.058
C -5.262 -2.570 1.505
H 7.480 0.047 -4.596
H -6.406 -0.806 2.118
H 4.947 1.580 -5.399
H -5.132 1.646 4.500
H 0.391 2.488 5.949
H -0.228 -2.304 -5.195
H -2.750 -1.985 2.100
H -0.912 0.673 7.141
H 2.432 1.778 -3.981
H 0.281 0.292 -7.102
H -0.641 0.563 -0.559
H 1.700 3.545 12.194
H 1.423 4.850 10.043
H -6.220 -2.765 1.006
H 5.969 -2.209 -2.208
H -3.988 0.457 3.891
H -0.867 0.425 1.660
H -0.781 2.174 8.059
H 0.795 -2.839 -2.352
H -1.795 1.532 -7.845
H 6.051 -3.931 -1.824
H -1.202 -0.253 -6.310
H 1.723 -3.157 -3.824
H 0.427 3.000 -3.362
H 1.577 2.044 11.270
H -4.229 -3.196 -0.265
H -4.294 0.484 5.628
H -1.893 -1.818 -0.847
H 6.293 1.226 -6.500
H -4.411 -1.717 4.233
H 0.759 3.337 -5.064
H 2.909 3.084 -2.892
H -1.072 3.477 5.909
H -4.364 -1.435 -0.168
H 4.627 -2.764 -4.275
H 7.226 1.775 -4.325
H -6.117 -2.329 4.147
H -4.925 -3.413 2.125
H -4.638 -0.575 2.067
H -2.472 -3.423 1.140
H 2.886 3.863 10.095
H 6.268 -3.410 -4.295
H -0.594 -3.759 -4.263
H -2.434 0.022 -8.501
```

Results
DFT total energy, Ha: -8084.015036
HOMO energy, Eh: -0.099
Net charge: -1
Gap between HOMO and LUMO, eV: 4.45


> Which formula does entry 1 have?

C21H43NO17P5S